1.
A structure of composition C15H26ClNO4STb. Source: OMol25; level of theory: wB97M-V/def2-TZVPD.

The geometry in XYZ format:
```
49
Properties=species:S:1:pos:R:3:forces:R:3
C -2.831394 -1.388849 2.219219 -0.44 0.56 -0.62
C -3.727523 -0.913959 1.019871 0.44 -0.45 0.59
C -3.405709 -1.653129 -0.309009 -0.69 0.85 0.15
C -2.539573 -0.811941 -1.261806 -0.80 -1.57 0.33
O -1.157228 -1.046216 -0.900888 0.24 0.82 -0.07
C -0.339428 -0.080507 -1.418980 0.54 1.47 -0.70
C 1.181357 -0.370468 -1.438152 0.33 -0.24 -0.84
C 1.694707 -1.577034 -2.260416 1.02 0.50 0.02
C 2.442294 -2.618546 -1.360364 -0.83 -0.91 0.01
C 4.005244 -2.516759 -1.550763 0.26 0.50 -0.21
Cl 4.848227 -3.801137 -0.657182 -0.50 0.59 -0.43
C 1.629256 1.061012 -1.871433 -1.19 -2.49 3.58
O 2.207742 1.386636 -2.817700 1.43 1.35 -2.39
N 1.064356 1.892808 -0.810520 -0.64 0.49 -1.89
C -0.292095 1.338583 -0.653762 1.27 -0.99 2.68
S -1.365033 2.710018 -1.293109 -0.66 0.08 0.20
C -0.493725 1.039562 0.864835 -1.24 0.73 -0.58
C -0.434795 2.298763 1.772885 -0.48 0.34 -0.59
O 0.000495 2.023184 3.082217 0.23 0.43 -0.49
C 1.289863 1.524437 3.121567 0.46 2.06 -0.36
C 2.514785 2.384324 2.823859 -0.48 0.49 -0.13
O 1.443671 0.403477 3.386483 0.23 -3.17 0.71
H -2.017135 -2.008266 1.826939 -0.02 0.15 0.36
H -3.434268 -1.964413 2.926143 0.27 -0.02 -0.12
H -2.433994 -0.518068 2.755970 0.08 -0.36 0.03
H -4.769780 -1.062364 1.322409 0.15 -0.02 -0.33
H -3.630629 0.177802 0.872232 0.00 -0.28 -0.02
H -4.358550 -1.870445 -0.811178 0.31 0.04 -0.08
H -2.922924 -2.619205 -0.122581 -0.03 0.21 -0.09
H -2.723470 -1.182271 -2.283162 0.40 0.35 0.07
H -2.815737 0.249467 -1.190479 0.21 -0.16 0.00
H -0.634933 0.217855 -2.448094 0.04 -0.65 0.00
H 1.616956 -0.467366 -0.433048 -0.55 0.02 0.03
H 2.453292 -1.212276 -2.974772 -0.48 0.14 -0.02
H 0.921922 -2.057883 -2.866662 0.06 -0.06 0.34
H 2.131092 -3.636595 -1.627942 0.12 0.23 -0.02
H 2.194328 -2.510279 -0.296693 0.21 0.11 -0.21
H 4.228238 -2.683710 -2.622200 -0.11 -0.38 0.27
H 4.412709 -1.542402 -1.265204 0.02 -0.35 0.28
H 1.598794 1.869839 0.053951 -0.02 0.11 -0.13
H -2.544226 2.626804 -0.613127 0.30 -0.06 -0.37
H 0.242587 0.265611 1.108686 -0.10 0.22 0.10
H -1.486227 0.589866 0.984832 0.35 -0.18 0.12
H 0.118310 3.127744 1.286772 0.21 -0.32 0.31
H -1.463380 2.673246 1.864824 0.27 -0.04 0.19
H 2.858792 2.178373 1.797007 -0.09 0.11 0.21
H 2.363684 3.461187 2.946169 -0.02 -0.22 -0.04
H 3.310195 2.033470 3.485793 -0.18 0.12 -0.08
Tb -0.951139 4.580018 -3.363436 0.09 -0.13 0.22
```
Positions in Å, forces in eV/Å.

## Properties
- Expectation value of S²: 13.020
- LUMO (spin up / spin down): -14.33 / -11.41 eV
- Spin multiplicity: 7
- Charge: +3
- Calculated total energy: -2624.4386 Eh
- Gap between HOMO and LUMO (spin up / spin down): 2.83 / 5.76 eV
- Highest occupied orbital energy (spin up / spin down): -17.2 / -17.2 eV

---

2.
A structure of composition C4H7CaO. Source: OMol25; level of theory: wB97M-V/def2-TZVPD.

The geometry in XYZ format:
```
13
Properties=species:S:1:pos:R:3:forces:R:3
C -2.620302 -0.328025 0.753640 0.03 0.50 0.70
C -1.541028 0.473816 0.027823 -0.59 -0.61 0.07
C -0.205137 -0.091827 -0.003455 -3.18 -3.25 0.57
O 0.817047 0.579798 -0.176579 5.99 2.65 -0.81
Ca 2.980633 -0.125973 0.027182 -2.11 0.75 -0.17
H -2.313390 -1.253898 1.241542 0.00 0.29 -0.13
H -1.598832 1.561869 0.060821 -0.08 -0.26 -0.01
H -3.337225 0.272840 1.311107 -0.04 -0.31 -0.13
H -0.138995 -1.198375 -0.067131 -0.21 0.28 0.14
C -2.638071 -0.282003 -0.721353 -0.17 0.56 -0.80
H -2.340076 -1.173475 -1.274301 -0.03 0.27 0.15
H -3.366484 0.353536 -1.222984 -0.09 -0.33 0.09
H 2.228563 -1.461536 1.174669 0.48 -0.55 0.32
```
Positions in Å, forces in eV/Å.

## Properties
- Expectation value of S²: 0.754
- LUMO (spin up / spin down): -1.25 / -1.32 eV
- Spin multiplicity: 2
- Energy relative to the best compared isomer or geometry (same formula, charge and spin): 0.0 kcal/mol
- Calculated total energy: -909.2904 Eh
- Gap between HOMO and LUMO (spin up / spin down): 2.35 / 7.05 eV
- Highest occupied orbital energy (spin up / spin down): -3.6 / -8.4 eV

---

3.
A cluster of 11 separate species, C30H66N2O36S9 in total. Source: OMol25; level of theory: wB97M-V/def2-TZVPD.

The geometry in XYZ format:
```
143
Properties=species:S:1:pos:R:3:forces:R:3
O 49.570276 15.301591 -26.383468 -2.24 0.27 1.51
S 48.252474 15.311896 -25.747723 -0.27 -0.02 -0.58
O 47.986310 14.542303 -24.545638 0.69 1.42 -1.88
O 47.650578 16.870866 -25.611427 1.17 -2.55 1.68
C 46.847725 17.184834 -26.731523 0.97 -0.20 -0.46
C 46.275893 15.860209 -27.248101 -1.31 1.61 -0.92
O 47.171716 14.876120 -26.903935 1.88 -1.13 1.50
H 46.123893 17.924077 -26.388469 0.07 -0.06 -0.41
H 47.626741 17.526645 -27.412988 -0.79 0.71 -0.70
H 46.252868 15.894170 -28.337327 -0.15 0.05 -0.03
H 45.265331 15.667129 -26.888097 0.15 -0.20 0.31
O 47.855244 20.972043 -19.838109 -2.74 -0.73 -2.64
S 46.722372 20.733772 -20.748029 -1.86 -0.70 -0.66
O 45.639366 21.765914 -20.900459 3.41 -2.75 0.20
O 47.196650 20.091747 -22.257185 2.31 2.61 1.73
C 46.332671 19.169739 -22.836829 -0.94 0.11 0.02
C 45.429223 18.752658 -21.707367 -1.84 0.73 1.32
O 45.991751 19.276138 -20.467266 0.67 0.84 0.45
H 45.772728 19.759526 -23.562580 -0.20 -0.58 -0.39
H 46.816038 18.299822 -23.281471 0.59 0.38 0.02
H 45.157689 17.706360 -21.567268 0.83 -0.01 0.08
H 44.470972 19.260627 -21.816083 -0.13 0.07 -0.05
O 44.262725 15.565146 -17.972399 0.01 -2.98 1.07
S 43.685811 14.230596 -17.821091 -2.83 1.41 -2.01
O 42.481844 14.057075 -18.675467 2.77 -0.42 2.17
O 44.705571 12.978741 -18.045320 -0.21 0.91 0.72
C 44.798148 12.140149 -16.856324 -0.04 -0.01 0.29
C 44.262524 12.989381 -15.693817 0.60 -0.12 -0.26
O 43.287414 13.825242 -16.281552 -0.19 0.98 -1.46
H 44.218318 11.232825 -17.025592 -0.11 0.15 -0.08
H 45.836803 11.871052 -16.664306 0.00 0.14 -0.36
H 45.059274 13.604363 -15.275405 0.03 0.01 0.08
H 43.778877 12.420591 -14.899681 0.05 -0.06 -0.21
O 52.673255 14.655562 -24.956798 -2.27 -1.50 0.98
S 51.657152 14.029483 -24.116487 -0.03 0.50 1.36
O 50.843130 14.905201 -23.234967 1.66 -2.34 -2.42
O 50.764154 12.832254 -24.831757 1.02 2.21 -0.61
C 50.550862 11.743255 -23.943062 -0.09 0.48 0.37
C 51.704880 11.776226 -22.947113 0.25 -1.04 0.77
O 52.449580 12.927838 -23.221864 0.52 1.52 -0.19
H 49.588579 11.964030 -23.481144 -0.10 -0.76 0.01
H 50.665585 10.826017 -24.520665 -0.77 0.19 -0.07
H 52.335497 10.897387 -23.081489 0.33 0.22 -0.33
H 51.456392 11.725614 -21.887024 -0.55 0.43 -0.05
O 52.838569 21.181240 -23.229651 -0.18 -2.64 -0.06
S 52.752608 19.742949 -23.079895 -0.66 -1.82 1.99
O 53.690822 18.997962 -22.200176 -1.92 1.91 -2.10
O 51.207659 19.290719 -22.652604 0.22 0.63 -0.35
C 50.933315 17.921862 -23.106450 1.97 -0.18 0.74
C 51.941031 17.690224 -24.297924 -1.33 0.36 1.29
O 52.604909 18.961414 -24.464322 1.03 0.26 -0.52
H 51.157676 17.307319 -22.234615 0.17 -0.26 -0.21
H 49.926313 17.612532 -23.386362 -0.32 1.29 0.00
H 51.332295 17.498168 -25.181482 0.66 0.03 -0.23
H 52.597973 16.863257 -24.028393 0.25 0.44 -0.46
O 51.801315 15.887362 -15.990565 -0.65 1.03 1.61
S 51.013315 16.487966 -14.937662 -2.15 0.60 -0.13
O 49.649712 15.959781 -14.716735 3.23 1.36 -0.22
O 51.858937 16.581446 -13.538482 0.13 -2.55 -2.26
C 51.757134 17.836438 -12.961930 -0.67 0.74 0.61
C 51.751767 18.790788 -14.144290 0.53 0.50 0.09
O 50.898200 18.187768 -15.096957 -0.80 -2.80 -0.16
H 50.795442 17.790647 -12.450893 -0.17 0.86 0.19
H 52.538494 17.921641 -12.206735 0.16 0.25 -0.38
H 52.692082 18.877838 -14.688654 0.52 0.14 0.71
H 51.380133 19.780502 -13.878877 -0.18 -0.13 -0.20
O 58.376532 14.511982 -21.887738 -3.00 1.92 0.19
S 57.302120 15.497414 -21.642117 1.91 0.72 0.32
O 57.732727 16.681441 -20.840288 -2.07 -3.17 -2.22
O 56.545530 15.928559 -23.096870 1.89 -0.68 1.79
C 55.158850 15.776890 -22.951370 -1.61 0.45 0.14
C 54.893641 14.641010 -21.974898 0.07 0.60 -1.13
O 55.919189 14.784442 -21.049361 3.14 0.56 1.23
H 54.719875 16.661899 -22.490774 0.11 0.43 -0.36
H 54.711786 15.567285 -23.923116 0.21 0.17 0.00
H 54.964283 13.705396 -22.529650 -0.30 -0.36 0.55
H 53.999236 14.846731 -21.386840 -0.31 -0.56 -0.50
O 44.060765 15.109281 -24.778282 1.35 -0.27 2.40
S 44.795051 15.038100 -23.506849 -0.08 -0.19 -0.51
O 45.900088 15.984102 -23.306184 -2.86 -2.14 0.14
O 43.701820 14.942625 -22.270805 1.64 2.64 -1.14
C 43.327169 13.634846 -21.993489 -1.32 -1.21 -0.07
C 44.238518 12.725426 -22.794261 -0.67 -1.73 0.52
O 45.286969 13.510596 -23.176815 2.35 2.55 -1.64
H 43.404387 13.427382 -20.926202 -0.13 0.36 -0.06
H 42.307985 13.521052 -22.362841 -0.15 -0.14 0.43
H 43.789929 12.231934 -23.656421 -0.31 0.23 -0.06
H 44.650709 11.941932 -22.158392 0.01 0.00 -0.01
O 48.264070 20.203360 -16.744955 1.69 3.85 2.08
S 48.802990 21.462260 -16.139384 -0.82 -1.01 -2.91
O 49.893192 21.420287 -15.186544 -1.53 0.15 -1.24
O 49.182986 22.591663 -17.361651 1.67 -2.70 1.59
C 48.201051 23.563052 -17.558922 -0.66 -0.38 0.72
C 47.580834 23.667260 -16.127132 0.01 1.69 -1.73
O 47.561503 22.375454 -15.642553 0.40 -2.47 0.90
H 48.715020 24.449482 -17.930617 -0.23 0.10 0.25
H 47.531926 23.151308 -18.314467 -0.46 0.39 0.07
H 46.544413 24.000958 -16.177963 0.15 0.14 0.21
H 48.204488 24.297437 -15.493071 -0.12 0.16 0.03
C 46.975857 15.409282 -20.162211 0.52 0.88 0.45
C 48.188442 15.846218 -21.008054 0.15 -1.16 -0.10
N 49.530779 15.687567 -20.409255 -0.58 -0.04 -1.06
C 49.789222 14.230980 -20.268728 -0.53 1.83 1.34
C 51.213141 13.989000 -19.929318 0.71 -1.18 -0.44
C 49.628288 16.453245 -19.162390 0.75 0.87 0.45
C 49.574864 18.017723 -19.338461 -0.65 -0.88 -0.64
H 46.794556 16.108587 -19.345995 -0.34 0.14 -0.08
H 47.147597 14.453335 -19.667466 -0.15 -0.20 -0.31
H 46.118992 15.375033 -20.835043 -0.12 -0.12 0.30
H 48.165639 15.113866 -21.815044 0.22 0.44 -0.58
H 48.056223 16.845365 -21.423169 -0.02 0.07 0.09
H 49.117736 13.880432 -19.484961 0.05 -0.44 0.48
H 49.538581 13.609404 -21.128332 -0.17 0.66 -0.51
H 51.227039 12.929913 -19.671959 0.57 -0.15 0.45
H 51.787386 14.060249 -20.853044 0.26 0.30 0.06
H 51.682777 14.590270 -19.150854 -0.32 -0.09 -0.01
H 50.544821 16.271727 -18.601042 0.22 -0.48 -0.39
H 48.841553 16.109727 -18.490706 -0.31 0.26 0.36
H 48.539376 18.259350 -19.578191 0.02 0.45 0.14
H 50.188454 18.417472 -20.145797 0.09 -0.52 -0.40
H 49.919048 18.627793 -18.503308 -0.41 -0.60 0.49
C 52.202721 20.231496 -18.278538 0.98 1.14 0.32
C 53.370409 20.983399 -19.097539 -2.28 -2.44 -0.35
N 53.332571 22.393497 -19.341829 1.38 0.49 -0.54
C 53.055472 23.188752 -18.139699 -0.13 -0.23 -0.27
C 54.089633 23.126446 -16.999506 -0.33 -0.75 -0.72
C 54.627443 22.712324 -20.028466 1.00 1.26 1.28
C 54.568762 24.076390 -20.647107 -1.11 0.71 -0.42
H 52.296340 20.277369 -17.193539 0.44 0.10 0.20
H 52.208287 19.171497 -18.532410 0.13 0.10 -0.21
H 51.192899 20.615451 -18.423297 0.07 0.19 -0.67
H 54.349162 20.604851 -18.802823 0.16 -0.04 0.49
H 53.173452 20.550204 -20.078174 0.52 -0.15 -0.22
H 52.821856 24.224067 -18.388009 0.37 0.13 -0.32
H 52.069981 22.806652 -17.873397 0.09 -0.10 0.73
H 54.369727 22.088407 -16.820267 -0.36 -0.24 0.29
H 55.051890 23.543221 -17.296920 -0.22 0.71 0.24
H 53.638912 23.547390 -16.100761 0.45 0.16 0.05
H 55.142115 22.010305 -20.684507 -1.41 -0.69 -0.40
H 55.439379 22.808302 -19.307595 0.11 -0.25 0.86
H 54.450474 24.843207 -19.881540 -0.07 0.03 0.13
H 53.644917 24.074487 -21.225574 0.06 0.40 -0.39
H 55.402283 24.418964 -21.260282 0.11 -0.53 -0.06
```
Positions in Å, forces in eV/Å.

## Properties
- SMILES string: O=S1(=O)OCCO1.O=S1(=O)OCCO1.O=S1(=O)OCCO1.O=S1(=O)OCCO1.O=S1(=O)OCCO1.O=S1(=O)OCCO1.O=S1(=O)OCCO1.O=S1(=O)OCCO1.O=S1(=O)OCCO1.CCN(CC)CC.CCN(CC)CC
- LUMO: -0.06 eV
- Energy relative to the best compared isomer or geometry (same formula, charge and spin): 137.3 kcal/mol
- Calculated total energy: -7584.0573 Eh
- Gap between HOMO and LUMO: 7.62 eV
- Highest occupied orbital energy: -7.7 eV

---

4.
A cluster of 3 separate species, C2H7NO5 in total. Source: OMol25; level of theory: wB97M-V/def2-TZVPD.

The geometry in XYZ format:
```
15
Properties=species:S:1:pos:R:3:forces:R:3
O -1.727369 0.248969 -1.147390 0.77 0.75 -1.61
C -0.460397 0.068490 -1.468849 -1.66 0.02 2.84
N 0.496085 0.507339 -0.554849 -0.40 0.06 -1.19
C 1.898161 -0.037228 -0.501570 1.61 -0.67 0.72
O 2.126436 -1.029806 -1.150893 -0.66 -0.16 -1.00
O 2.553751 0.593891 0.335900 -0.09 0.51 0.01
H -0.369996 -1.037189 -1.558562 1.04 -0.06 -1.01
H 0.306039 1.165508 0.210664 -0.45 0.28 -0.30
H -0.195788 0.718165 -2.342597 0.35 -0.47 -0.58
H -1.791952 -0.195719 0.083386 -1.09 -0.40 2.39
H -2.703404 -0.895109 1.369199 0.46 0.32 -0.60
O -1.854285 -0.480195 1.132367 -0.21 -0.34 -0.59
H 1.361575 0.243161 1.574152 0.47 -0.29 0.59
H -0.048930 -0.232281 2.296641 -0.29 -0.79 0.35
O 0.410073 0.362003 1.722401 0.14 1.22 -0.01
```
Positions in Å, forces in eV/Å.

## Properties
- LUMO: -4.92 eV
- Energy relative to the best compared isomer or geometry (same formula, charge and spin): 162.9 kcal/mol
- Calculated total energy: -511.1451 Eh
- Gap between HOMO and LUMO: 5.69 eV
- Highest occupied orbital energy: -10.6 eV